<A>
The following is a quantum chemistry calculation of the molecule C6H8ClN, from the Open Molecules 2025 dataset.

Geometry (Å):
C  1.25  -0.25  1.18
C  0.47  -0.12  -0.11
N  1.39  -0.55  -1.22
C  0.00  1.29  -0.17
C  -1.34  1.36  -0.26
C  -1.89  -0.04  -0.07
Cl  -3.65  -0.33  -0.04
C  -0.86  -0.91  -0.03
H  1.54  -1.28  1.38
H  0.57  0.21  1.92
H  2.18  0.28  1.05
H  1.62  -1.53  -1.11
H  0.86  -0.51  -2.09
H  0.72  2.11  -0.07
H  -1.94  2.22  -0.48
H  -0.91  -1.94  0.13

## Properties
E_LUMO = 0.7 eV
HOMO = -0.324 Ha
SMILES string = C[C@]1(N)C=CC(Cl)=C1

<B>
The following is a quantum chemistry calculation of the molecule C6H8ClN, from the Open Molecules 2025 dataset.

Geometry (Å):
C  1.07  -0.98  2.10
C  0.85  -0.50  1.01
C  0.29  0.04  -0.19
C  -1.01  0.99  0.02
N  -2.00  0.10  0.80
C  1.40  0.48  -1.24
C  0.51  -0.71  -1.42
Cl  0.83  -2.44  -1.15
H  0.93  -1.47  3.24
H  -1.33  1.19  -1.13
H  -0.68  2.09  0.37
H  -2.86  0.58  1.02
H  -1.40  -0.21  1.72
H  1.29  1.34  -2.03
H  2.35  0.07  -0.84
H  -0.23  -0.56  -2.28

## Properties
E_LUMO = 1.0 eV
HOMO = -0.350 Ha
SMILES string = C#C[C@@]1(CN)C[C@H]1Cl

<C>
The following is a quantum chemistry calculation of the molecule C6H8ClN, from the Open Molecules 2025 dataset.

Geometry (Å):
C  0.98  1.03  -0.83
C  0.70  -0.01  1.37
C  0.05  0.36  -1.52
C  -0.29  -0.80  0.94
C  1.10  1.18  0.60
C  -1.31  -0.32  -0.05
N  -2.21  -1.25  -0.52
Cl  -1.96  1.21  0.25
H  1.85  1.40  -1.36
H  1.48  -0.59  1.87
H  -0.34  0.29  -2.44
H  -0.40  -1.79  1.19
H  2.15  1.42  0.84
H  0.63  2.14  0.93
H  -1.79  -2.10  -0.78
H  -3.08  -1.04  -1.21

## Properties
E_LUMO = 0.9 eV
HOMO = -0.284 Ha

Relative energies in eV: <A> 0.000; <B> 3.735; <C> 2.818

<A>
The following is a quantum chemistry calculation of the molecule C2H3FO2, from the Open Molecules 2025 dataset.

Geometry (Å):
O  -0.28  1.58  0.06
C  -0.43  0.42  -0.01
O  -1.57  -0.31  -0.13
C  0.76  -0.41  0.11
F  1.88  0.39  -0.24
H  -2.16  0.44  -0.50
H  0.81  -1.34  -0.47
H  0.99  -0.78  1.18

## Properties
E_LUMO = 0.6 eV
HOMO = -0.413 Ha
SMILES string = O=C(O)CF

<B>
The following is a quantum chemistry calculation of the molecule C2H3FO2, from the Open Molecules 2025 dataset.

Geometry (Å):
O  -1.29  -0.93  -1.00
C  -0.24  -0.95  -0.35
F  0.52  -2.11  -0.32
C  0.28  0.26  0.47
O  -0.26  1.45  0.01
H  -0.26  0.16  1.53
H  1.40  0.41  0.53
H  -0.15  1.71  -0.87

## Properties
E_LUMO = 0.6 eV
HOMO = -0.417 Ha
SMILES string = O=C(F)CO

<C>
The following is a quantum chemistry calculation of a cluster of 2 separate species, C2H3FO2 in total, from the Open Molecules 2025 dataset.

Geometry (Å):
C  -0.81  0.21  -0.28
C  1.06  -0.26  0.46
O  -1.33  -0.41  -1.35
O  -0.98  0.94  -1.35
F  -1.78  0.36  0.72
H  1.50  -0.86  -0.33
H  0.69  -0.64  1.31
H  1.65  0.65  0.81

## Properties
E_LUMO = 0.6 eV
HOMO = -0.396 Ha

Relative energies in eV: <A> 0.000; <B> 0.302; <C> 5.290

<A>
The following is a quantum chemistry calculation of a cluster of 3 separate species, CH8N2O2 in total, from the Open Molecules 2025 dataset.

Geometry (Å):
H  -2.05  0.58  -2.07
N  -1.80  1.11  -1.23
C  -0.60  0.85  -0.92
N  0.00  1.43  0.19
H  0.04  0.13  -1.43
H  -0.48  2.26  0.51
H  1.00  1.52  0.15
O  1.68  -1.47  -0.45
H  1.14  -1.39  0.35
H  2.24  -2.24  -0.31
O  -0.02  -1.06  1.78
H  -0.30  -0.19  1.43
H  -0.84  -1.53  2.00

## Properties
E_LUMO = 0.8 eV
HOMO = -0.361 Ha
SMILES string = [H]/N=C/N.O.O

<B>
The following is a quantum chemistry calculation of a cluster of 2 separate species, CH8N2O2 in total, from the Open Molecules 2025 dataset.

Geometry (Å):
C  0.16  -0.19  1.45
O  1.06  -0.52  0.18
N  1.73  0.64  -0.32
H  0.91  0.11  2.18
H  -0.33  -1.11  1.73
H  -0.55  0.59  1.19
H  2.02  0.45  -1.27
H  2.60  0.80  0.19
N  -1.76  0.32  -1.04
O  -1.21  -0.98  -0.86
H  -1.78  0.50  -2.05
H  -2.72  0.27  -0.72
H  -0.14  -0.89  -0.65

## Properties
E_LUMO = 1.0 eV
HOMO = -0.311 Ha
SMILES string = CON.NO

Relative energies in eV: <A> 0.000; <B> 4.776

<A>
The following is a quantum chemistry calculation of the molecule C3H5BrS, from the Open Molecules 2025 dataset.

Geometry (Å):
Br  -2.64  0.50  0.11
C  -1.02  -0.09  -0.67
C  0.45  0.78  -0.04
C  0.93  -0.54  0.57
S  -0.27  -1.68  -0.06
H  -0.95  -0.23  -1.69
H  0.10  1.43  0.67
H  0.75  1.26  -0.92
H  1.91  -1.05  0.46
H  0.74  -0.38  1.58

## Properties
E_LUMO = 0.7 eV
HOMO = -0.324 Ha
SMILES string = Br[C@H]1CCS1

<B>
The following is a quantum chemistry calculation of the molecule C3H5BrS, from the Open Molecules 2025 dataset.

Geometry (Å):
C  0.17  0.31  -0.26
C  1.22  -0.41  0.62
C  -1.24  -0.29  -0.19
S  -0.03  2.21  0.13
Br  2.96  -0.41  -0.01
H  0.40  0.16  -1.37
H  0.99  -0.31  1.65
H  -1.32  -0.58  0.76
H  -1.19  -1.10  -0.94
H  -1.97  0.41  -0.39

## Properties
E_LUMO (spin up / spin down) = -0.8 / -2.2 eV
HOMO (spin up / spin down) = -0.346 / -0.313 Ha

<C>
The following is a quantum chemistry calculation of a cluster of 2 separate species, C3H5BrS in total, from the Open Molecules 2025 dataset.

Geometry (Å):
C  0.07  1.48  0.81
C  -0.61  0.42  1.20
C  -0.31  -1.09  -1.20
S  1.40  -0.89  -1.38
Br  -1.94  0.19  2.50
H  0.17  2.40  1.51
H  0.69  1.61  0.02
H  -0.86  -1.95  -1.04
H  -0.74  -0.15  -1.44
H  2.12  -2.00  -0.98

## Properties
E_LUMO (spin up / spin down) = 0.2 / -0.6 eV
HOMO (spin up / spin down) = -0.317 / -0.279 Ha

Relative energies in eV: <A> 0.000; <B> 1.733; <C> 3.233